C17H35F3O6P | the ωB97M-V functional and the def2-TZVPD basis

The geometry in XYZ format:
```
62
Properties=species:S:1:pos:R:3:forces:R:3:nbo_charge:R:1
P -1.028 -3.467 -3.807 0.78 -0.84 -0.40 0.94
F -1.214 -2.950 -1.207 -0.16 0.15 -0.53 -0.29
F -2.960 -2.405 -2.425 0.52 -0.11 0.23 -0.29
F -1.175 -1.167 -2.474 -0.40 -1.21 -0.18 -0.29
O 1.360 1.364 -2.386 0.08 -0.04 -0.18 -0.60
O -3.010 4.532 2.929 0.22 -0.03 0.24 -0.50
O 3.947 -2.684 0.397 0.00 0.07 -0.23 -0.57
O 1.525 2.502 -0.518 0.07 0.28 -0.21 -0.49
O -2.319 2.744 1.875 0.16 -0.20 -0.06 -0.60
O 1.998 -2.153 1.252 -0.20 0.05 -0.38 -0.52
C 0.833 -2.482 2.017 -0.11 0.02 0.26 -0.07
C -0.249 0.814 -0.738 -0.31 0.57 0.05 -0.75
C 3.243 -4.065 2.195 -0.19 -0.27 -0.26 -0.75
C 0.921 1.596 -1.290 -0.03 -0.35 0.21 0.80
C 0.935 -1.985 3.443 0.15 0.00 0.03 -0.64
C -2.946 4.560 0.472 0.41 0.10 -0.03 -0.74
C 0.599 -4.173 -3.539 0.41 0.41 -0.05 -0.73
C 1.797 -3.190 -3.692 0.12 0.49 1.08 -0.22
C -4.729 6.254 2.726 -0.05 -0.15 -0.10 -0.64
C 1.309 2.086 1.875 0.06 -0.14 -0.04 -0.63
C 0.937 2.968 0.702 -0.05 0.05 0.39 -0.08
C -2.707 3.881 1.801 -0.30 0.13 -0.19 0.81
C 1.429 -1.718 -3.863 0.39 -0.38 -0.29 -0.64
C 2.626 -3.284 -2.397 -0.26 -0.42 -0.70 -0.59
C -1.619 -2.422 -2.362 -0.50 0.75 -0.11 0.80
C -3.271 5.941 2.982 -0.20 0.25 -0.01 -0.07
C 3.093 -2.943 1.195 0.18 -0.08 0.46 0.80
H -5.033 5.964 1.720 0.03 0.07 -0.03 0.21
H 2.451 -3.518 -4.486 -0.22 -0.15 -0.54 0.23
H 1.337 3.969 0.856 0.11 -0.01 -0.15 0.20
H 1.752 -2.468 3.978 -0.04 -0.06 0.01 0.21
H 2.393 2.014 1.963 0.01 0.06 0.01 0.22
H -4.914 7.321 2.846 0.01 0.01 0.01 0.23
H -3.984 4.411 0.178 -0.03 0.05 0.02 0.25
H 2.321 -1.196 -4.181 0.20 0.24 -0.10 0.26
H 0.624 -3.552 1.968 0.06 -0.01 0.02 0.17
H -0.831 0.472 -1.579 0.15 0.26 0.13 0.23
H -0.916 1.400 -0.106 0.14 -0.11 0.21 0.24
H 3.681 -3.669 3.110 -0.04 0.01 0.04 0.25
H 0.129 -0.045 -0.182 0.02 0.03 0.05 0.23
H 0.688 -1.512 -4.631 -0.23 0.12 -0.07 0.19
H 1.960 -3.230 -1.546 0.00 0.23 0.38 0.20
H 1.172 -1.270 -2.912 -0.31 0.18 0.13 0.24
H 0.924 1.073 1.752 -0.08 0.03 0.02 0.20
H -0.142 3.073 0.598 0.00 -0.09 0.01 0.19
H 2.310 -4.574 2.427 0.00 0.12 0.15 0.22
H 0.725 -5.032 -4.187 -0.31 -0.22 -0.28 0.29
H 0.905 2.496 2.800 -0.03 0.02 -0.01 0.23
H -3.001 6.240 3.992 0.04 -0.12 0.04 0.20
H -2.607 6.483 2.308 -0.01 -0.06 -0.05 0.18
H -1.954 -4.504 -3.934 -0.15 0.14 0.17 0.07
H 3.144 -4.236 -2.377 0.22 -0.15 0.23 0.22
H -2.715 5.622 0.476 -0.18 0.02 0.03 0.23
H 3.343 -2.479 -2.357 0.24 0.13 0.18 0.25
H 3.920 -4.803 1.776 0.14 0.11 0.01 0.25
H 0.008 -1.978 1.512 0.06 0.05 -0.08 0.19
H -5.360 5.708 3.427 0.02 0.04 0.06 0.22
H -2.303 4.094 -0.271 -0.08 -0.13 0.00 0.24
H 0.585 -4.558 -2.523 -0.17 -0.16 0.24 0.28
H 1.126 -0.912 3.455 -0.06 0.02 -0.02 0.23
H -1.072 -2.774 -5.016 -0.28 0.27 0.19 0.08
H 0.008 -2.181 3.982 -0.02 0.01 -0.01 0.23
```
Forces are in eV/Å.

- HOMO: -12.15 eV
- F_max: 1.29 eV/A
- DFT total energy: -1760.86319 a.u.
- HOMO-LUMO gap: 0.327 Ha
- Molecular weight: 423.43 g/mol
- Total charge: +1


C17H35N2O3PSW | the ωB97M-V functional and the def2-TZVPD basis

The geometry in XYZ format:
```
60
Properties=species:S:1:pos:R:3:forces:R:3:nbo_charge:R:1
W 0.141 0.032 1.067 0.24 2.88 -1.61 0.12
S -1.127 -1.590 2.308 0.96 0.55 -0.66 0.37
P 1.492 1.487 -0.803 2.36 2.29 -1.28 1.34
O 2.796 -1.672 0.680 -5.07 3.64 0.58 -0.23
O -0.658 -1.121 -1.871 1.76 2.67 5.63 -0.28
O -2.298 1.375 -0.618 5.15 -2.50 2.80 -0.24
N -3.670 -1.569 1.419 1.89 -0.05 1.41 -0.56
N -2.153 -2.889 0.226 0.09 0.65 1.41 -0.47
C 1.835 -1.004 0.833 6.64 -5.37 -0.39 0.54
C 3.051 0.858 -1.602 -0.04 -1.73 0.13 -0.52
C -3.964 -2.337 -1.397 -0.08 0.24 0.03 -0.64
C 3.992 1.972 -2.075 -0.29 0.75 0.07 -0.62
C 0.896 2.751 1.541 0.61 1.37 -0.81 -0.52
C -2.404 -2.038 1.208 -2.24 -0.90 -1.89 0.36
C 2.096 2.527 0.602 -0.13 -0.78 0.61 -0.57
C -4.726 -2.530 1.939 -0.93 -0.08 -0.54 -0.22
C 3.339 1.949 1.306 -0.10 0.10 0.17 -0.63
C 0.317 2.254 -3.252 -0.03 -0.11 -0.31 -0.63
C 2.751 -0.132 -2.731 0.02 -0.18 -0.23 -0.62
C -4.192 -3.624 2.837 0.34 0.00 -0.11 -0.65
C 0.946 2.831 -1.984 -1.52 0.00 -0.36 -0.51
C -0.358 -0.659 -0.824 -1.40 -4.63 -6.92 0.56
C -3.171 -3.430 -0.720 0.17 -0.54 -0.19 -0.24
C 0.017 3.883 -1.374 0.00 -0.06 0.14 -0.63
C -1.377 0.917 -0.035 -7.50 4.07 -2.05 0.52
H -3.585 -4.345 2.274 -0.09 0.01 0.17 0.21
H -1.209 -3.274 0.198 -0.34 -0.28 0.02 0.44
H -0.535 1.604 -3.005 0.09 0.20 -0.23 0.20
H -3.592 -3.210 3.658 -0.20 -0.12 -0.02 0.22
H 1.271 3.338 2.395 -0.52 -0.51 0.32 0.33
H 2.158 -0.986 -2.383 0.12 -0.02 -0.10 0.19
H 4.175 2.733 -1.307 0.07 -0.08 -0.27 0.23
H -0.201 4.627 -2.154 0.02 -0.20 0.27 0.30
H 0.386 0.137 2.828 1.24 0.08 1.22 0.16
H -3.670 -0.700 1.954 -0.11 -0.22 0.04 0.42
H -2.585 -3.999 -1.451 -0.24 -0.02 0.20 0.26
H 4.959 1.512 -2.325 -0.26 -0.06 0.14 0.30
H 2.222 0.336 -3.569 0.29 -0.23 0.23 0.24
H -4.762 -2.802 -1.980 0.10 0.12 0.01 0.30
H 0.473 4.414 -0.533 -0.17 0.07 -0.25 0.22
H 0.442 1.822 2.001 -0.25 -0.04 0.36 0.12
H 3.704 -0.519 -3.114 -0.27 0.03 0.09 0.29
H -0.056 3.090 -3.861 0.06 -0.31 0.13 0.29
H 3.313 0.849 1.372 0.24 0.42 0.12 0.18
H 0.093 3.324 1.060 0.07 -0.37 0.30 0.28
H -0.934 3.428 -1.064 0.15 0.38 -0.12 0.20
H -4.406 -1.661 -0.657 -0.09 -0.14 -0.54 0.23
H 1.898 3.324 -2.243 0.07 -0.47 0.40 0.31
H 1.206 0.149 2.502 -0.54 -0.36 1.74 0.19
H -3.801 -4.135 -0.157 0.22 0.17 -0.17 0.26
H 2.380 3.482 0.122 -0.40 -0.22 0.15 0.32
H 3.616 2.460 -2.984 0.17 -0.17 0.23 0.24
H -3.317 -1.775 -2.078 -0.20 -0.01 -0.01 0.21
H 3.534 0.293 -0.789 0.05 0.22 -0.22 0.24
H 3.379 2.359 2.326 0.18 -0.13 -0.24 0.27
H -5.041 -4.167 3.265 0.18 0.08 -0.05 0.30
H 4.261 2.247 0.782 -0.32 -0.26 0.29 0.29
H 1.031 1.694 -3.864 -0.33 0.21 0.11 0.24
H -5.227 -2.933 1.050 -0.09 0.04 0.31 0.23
H -5.444 -1.898 2.476 0.20 -0.07 -0.27 0.27
```
Forces are in eV/Å.

- HOMO (spin up / spin down): -22.40 / -22.30 eV
- F_max: 8.78 eV/A
- DFT total energy: -1808.74988 a.u.
- Spin multiplicity: 3
- HOMO-LUMO gap (spin up / spin down): 0.197 / 0.152 Ha
- Molecular weight: 562.36 g/mol
- Total charge: +4


C17H35N3O28S5 | the ωB97M-V functional and the def2-TZVPD basis

The geometry in XYZ format:
```
88
Properties=species:S:1:pos:R:3:forces:R:3:mulliken_charge:R:1
S 2.599 -0.605 2.962 0.06 1.04 0.45 1.05
S -3.087 -3.406 0.912 1.61 -1.12 -0.85 0.84
S -6.397 -0.108 2.193 0.49 0.61 -0.11 1.08
S -1.685 -2.847 -3.496 -0.16 1.17 0.82 1.06
S 5.336 0.743 -1.041 1.16 0.63 1.14 1.21
O -4.198 4.416 2.237 0.50 0.17 0.37 -0.58
O 2.064 -0.227 4.460 0.71 -0.33 -1.74 -0.39
O 4.245 0.591 -1.950 0.67 0.12 0.40 -0.54
O 6.218 2.059 -1.384 -0.99 -0.73 -0.78 -0.33
O 2.240 -3.696 -0.980 -0.40 0.26 0.54 -0.42
O -4.291 -3.409 1.664 0.77 -0.23 -0.33 -0.56
O -7.047 -1.197 2.845 0.54 0.70 -0.34 -0.54
O -0.472 -3.232 -4.156 -1.34 0.48 0.28 -0.56
O -2.407 3.916 0.934 -0.35 -0.10 0.73 -0.31
O -2.693 -4.905 0.365 -1.38 1.49 0.18 -0.43
O 1.301 -1.482 2.549 0.75 0.11 0.27 -0.23
O 2.766 5.726 -1.171 -0.35 -0.10 -0.05 -0.58
O -2.423 -3.827 -2.732 0.69 1.34 -1.08 -0.51
O 5.119 0.769 0.383 0.05 -0.47 -1.45 -0.51
O -0.015 1.680 -1.058 -0.55 0.63 0.12 -0.60
O -1.349 -1.510 -2.577 0.38 -2.21 -0.20 -0.15
O 2.635 0.571 2.132 -0.44 -0.89 0.67 -0.39
O -1.795 -3.376 1.895 -1.14 0.53 0.21 -0.36
O -1.007 0.191 0.174 -0.27 0.60 0.21 -0.38
O 3.788 -1.384 3.074 -1.01 0.03 0.03 -0.61
O -5.229 -0.639 1.220 -0.88 -0.20 -0.10 -0.21
O 6.512 -0.313 -1.426 -1.20 0.31 0.41 -0.32
O 2.763 -4.661 -2.821 -0.12 -0.19 -0.27 -0.52
O -2.667 -1.967 -4.473 0.75 -1.41 -0.26 -0.39
O 3.934 4.977 0.462 -0.14 -0.15 0.19 -0.56
O -7.181 0.901 1.519 0.94 -1.04 0.59 -0.56
O -5.332 0.587 3.195 -1.37 -0.32 0.38 -0.44
O -2.836 -2.467 -0.144 -0.50 -0.34 0.69 -0.06
N 3.040 -4.139 -1.771 0.43 0.04 -0.17 0.85
N -0.081 0.623 -0.479 0.95 -1.62 -0.85 1.19
N 3.057 4.860 -0.370 0.91 0.08 -0.14 0.94
C -1.277 -5.009 0.236 0.20 -0.41 0.71 -0.32
C 1.088 -0.292 -0.648 0.60 0.03 0.57 -0.21
C -2.153 3.866 -0.463 0.76 0.18 -0.92 0.69
C 0.196 -1.300 3.455 -0.44 0.08 -0.03 0.42
C 7.804 0.305 -1.477 -0.02 -0.32 -0.42 -0.33
C -2.288 -0.473 -2.724 0.12 1.03 -0.15 0.42
C -4.264 1.122 2.420 -0.18 -0.03 -0.25 -0.22
C -3.949 -0.037 1.467 -0.09 0.43 -0.25 1.08
C 2.364 3.544 -0.482 -0.14 0.58 -0.09 -0.16
C 0.632 -0.260 4.470 0.30 0.53 1.11 -0.44
C -4.248 4.879 -0.149 0.45 0.82 0.39 -0.47
C -0.690 -3.933 1.202 0.59 -0.09 -0.62 0.13
C 4.486 -4.001 -1.443 0.44 -0.84 -0.17 -0.78
C 7.606 1.792 -1.156 -0.38 -0.32 0.18 -0.34
C -3.344 -0.963 -3.727 0.41 -0.43 1.34 -0.44
C -3.644 4.443 1.182 -0.33 -0.84 -1.17 0.49
C -3.075 4.921 -1.108 0.39 -0.64 -0.10 -0.55
H 0.784 -1.292 -0.943 -0.39 0.14 -0.02 0.02
H -3.276 -0.790 1.870 -0.08 0.05 0.22 -0.44
H -0.003 -4.305 1.959 -0.12 -0.26 -0.07 0.51
H -3.722 -0.202 -4.398 0.01 -0.07 -0.09 0.34
H -4.991 4.144 -0.451 -0.26 0.18 0.17 0.24
H -0.164 -3.165 0.632 -0.15 0.07 0.02 -0.21
H 4.664 -4.306 -0.417 -0.28 0.50 0.18 0.30
H -3.580 0.276 0.494 0.19 0.15 0.14 -0.46
H 0.194 0.717 4.253 0.34 0.06 -0.17 0.26
H -1.685 0.375 -3.059 -0.37 0.14 -0.21 0.33
H 8.161 2.376 -1.883 0.10 0.35 0.41 0.28
H -2.726 -0.229 -1.757 -0.05 -0.16 -0.01 -0.47
H -0.650 -0.910 2.893 0.03 -0.17 -0.19 -0.36
H -4.117 -1.431 -3.113 -0.38 0.05 -0.45 0.33
H 7.766 2.033 -0.107 0.58 0.07 -0.13 0.31
H 1.536 -0.321 0.339 0.05 -0.15 0.04 -0.17
H 8.146 0.150 -2.501 0.08 0.16 0.04 0.28
H -1.094 -6.030 0.569 0.38 0.12 -0.03 0.33
H 1.358 3.818 -0.778 -0.12 -0.41 0.13 -0.03
H -4.634 2.001 1.888 0.19 -0.06 0.01 0.20
H 4.801 -2.989 -1.676 -0.08 0.08 0.20 0.28
H -2.287 2.868 -0.893 -0.73 -0.08 0.44 -0.15
H 8.476 -0.230 -0.809 -0.07 0.21 0.19 0.28
H -1.076 3.960 -0.612 -0.08 0.70 0.12 -0.26
H 0.458 -0.469 5.526 -0.65 -0.34 -0.27 0.33
H -0.936 -4.886 -0.790 -0.20 0.19 -0.01 0.16
H -0.087 -2.254 3.894 0.27 -0.10 -0.05 0.38
H 2.847 2.996 -1.287 0.04 0.01 0.01 0.15
H -3.337 4.629 -2.124 -0.04 0.01 0.02 0.35
H 2.460 3.031 0.468 -0.12 -0.05 -0.02 0.19
H -2.638 5.917 -1.164 0.19 -0.07 0.20 0.29
H 5.014 -4.720 -2.064 -0.05 0.22 -0.23 0.31
H 1.822 0.126 -1.328 -0.28 0.18 -0.17 0.26
H -3.507 1.419 3.139 0.23 -0.11 -0.25 0.32
H -4.647 5.877 0.028 -0.58 -0.24 -0.21 0.35
```
Forces are in eV/Å.

- HOMO: -10.55 eV
- F_max: 2.26 eV/A
- DFT total energy: -4930.27841 a.u.
- HOMO-LUMO gap: 0.381 Ha
- Structure (SMILES): C[N+](=O)[O-].C[N+](=O)[O-].C[N+](=O)[O-].O=S1(=O)OCCO1.O=S1(=O)OCCO1.O=S1(=O)OCCO1.O=S1(=O)OCCO1.O=S1(=O)OCCO1.O=C1CCCO1
- Molecular weight: 889.79 g/mol